No. 1
This record from the OMol25 dataset describes a molecular structure, C20H28Br4NO2Si3Ta. The level of theory is ωB97M-V with the def2-TZVPD basis set.

Computed properties:
- orbital gap (alpha / beta) (eV) = 5.059 / 5.056
- strongest force on any atom (eV/A) = 4.7
- total charge = +2
- spin multiplicity = 1

Cartesian coordinates (Å):
Ta (-0.1113, 0.4005, 0.8348)
C (1.0024, -3.0755, -0.7710)
Si (0.9351, -1.3439, -1.5493)
C (2.6483, -0.7026, -1.0813)
C (0.9541, -1.4308, -3.4357)
C (-0.5933, -0.4276, -0.8700)
Si (-2.0834, -1.4547, -0.4852)
C (-3.6870, -0.4256, -0.2851)
C (-2.4501, -2.5556, -1.8954)
C (-1.7844, -2.4782, 1.0578)
Si (-0.8663, 1.3239, -1.6783)
C (-2.5642, 1.8985, -2.0676)
C (0.1396, 1.6415, -3.2882)
C (-0.0075, 2.5467, -0.4187)
C (-0.1390, 3.8905, -0.8546)
C (0.6663, 4.9049, -0.3102)
C (1.4140, 4.5606, 0.8934)
C (1.5028, 3.2433, 1.2741)
N (0.8596, 2.2262, 0.5562)
H (0.9650, -3.1262, 0.3394)
H (1.9348, -3.5382, -1.0932)
H (0.2490, -3.7191, -1.2299)
H (2.8188, 0.2341, -0.6134)
H (3.1432, -0.7407, -2.0703)
H (3.2411, -1.4664, -0.5508)
H (0.0301, -1.1166, -3.8312)
H (0.9822, -2.5193, -3.6242)
H (1.8435, -0.9060, -3.8615)
H (-4.4945, -0.9961, 0.1673)
H (-4.0885, -0.1340, -1.2600)
H (-3.6406, 0.4552, 0.4281)
H (-2.4879, -1.9073, -2.8167)
H (-3.4923, -2.9415, -1.8597)
H (-1.7073, -3.3072, -2.0350)
H (-2.5415, -3.3019, 1.0341)
H (-1.9712, -1.9592, 2.0210)
H (-0.7637, -2.9155, 1.1737)
H (-2.5878, 2.8699, -2.4391)
H (-3.2665, 1.8384, -1.1800)
H (-3.0217, 1.2668, -2.8194)
H (-0.4570, 1.4509, -4.1659)
H (0.8973, 0.8358, -3.3278)
H (0.6591, 2.5923, -3.4503)
H (-0.8176, 4.0044, -1.6725)
H (0.8736, 5.9322, -0.6646)
H (1.9695, 5.3122, 1.4038)
H (2.0625, 2.8357, 2.1035)
Br (1.6430, -0.9961, 7.4162)
C (1.5510, -0.5156, 5.5569)
C (2.6548, -1.0942, 4.7534)
Br (4.4279, -1.1947, 5.4107)
C (2.3556, -1.3939, 3.4220)
Br (3.4858, -2.4356, 2.3911)
C (1.2669, -0.8512, 2.7955)
O (1.2403, -0.7981, 1.4615)
C (0.2676, -0.1138, 3.5263)
O (-0.7072, 0.4725, 2.7928)
C (0.4479, 0.0056, 4.9092)
Br (-0.8005, 1.1398, 5.8332)

These are the natural (NBO) partial charges, in e, on atoms 1 to 5: 2.427, -1.121, 1.718, -1.130, -1.122

No. 2
This record from the OMol25 dataset describes 2 unconnected molecules or ions with the total composition C7H14N. The level of theory is ωB97M-V with the def2-TZVPD basis set.

Computed properties:
- ΔE to the lowest compared entry with this formula, charge and spin (eV) = 0.9307
- orbital gap (alpha / beta) (eV) = 6.488 / 7.889
- strongest force on any atom (eV/A) = 5.7
- total charge = +1
- spin multiplicity = 3

Cartesian coordinates (Å):
C (1.4976, -0.6750, 2.1828)
C (0.5589, -1.2809, 1.5050)
C (-1.3074, -0.7793, -0.7994)
C (0.1252, -0.6567, -0.4449)
C (-0.7317, 0.5564, -0.3957)
C (1.3249, -0.9076, -1.2780)
C (-0.5859, 1.7304, -1.3240)
N (-1.0695, 0.9673, 1.0054)
H (1.7833, -1.0319, 3.1636)
H (2.0432, 0.1797, 1.8164)
H (-0.0045, -2.1638, 1.7286)
H (-1.5657, -0.9269, -1.8384)
H (-1.9932, -1.2765, -0.1298)
H (1.1154, -0.7188, -2.3304)
H (1.6424, -1.9420, -1.1781)
H (2.1483, -0.2642, -0.9696)
H (-1.4717, 2.3641, -1.3002)
H (-0.4503, 1.3833, -2.3438)
H (0.2871, 2.3269, -1.0584)
H (-2.0818, 1.0105, 1.1719)
H (-0.6627, 1.8840, 1.2182)
H (-0.6019, 0.2212, 1.5987)

These are the natural (NBO) partial charges, in e, on atoms 1 to 5: -0.477, -0.152, -0.471, 0.160, 0.030

No. 3
This record from the OMol25 dataset describes 8 unconnected molecules or ions with the total composition C53H127N9O4. The level of theory is ωB97M-V with the def2-TZVPD basis set.

Computed properties:
- orbital gap (eV) = 9.243
- strongest force on any atom (eV/A) = 2.9
- total charge = +8
- spin multiplicity = 1

Cartesian coordinates (Å):
C (1.7429, 5.6357, -21.0087)
C (2.7691, 6.7779, -20.9301)
N (2.2243, 8.0750, -21.3727)
C (1.3418, 8.7453, -20.5646)
C (1.0674, 9.9430, -21.1738)
N (1.7544, 9.9414, -22.3716)
C (2.4591, 8.8066, -22.4887)
C (1.8201, 11.0457, -23.3157)
H (2.1396, 4.6696, -20.7035)
H (1.4116, 5.5448, -22.0446)
H (0.8338, 5.8227, -20.4342)
H (3.6552, 6.5749, -21.5294)
H (3.0712, 6.9208, -19.8912)
H (1.0604, 8.3551, -19.6052)
H (0.4634, 10.7742, -20.8534)
H (3.2135, 8.5757, -23.2266)
H (2.3335, 10.6488, -24.1896)
H (2.3951, 11.8263, -22.8202)
H (0.8179, 11.3490, -23.6097)
C (-0.2055, 13.0722, -15.9815)
C (-0.7195, 14.5352, -16.1584)
C (0.2990, 15.4115, -16.9021)
C (0.5246, 15.1664, -18.3763)
N (1.5317, 16.0974, -19.1002)
C (2.9677, 16.1767, -18.4411)
C (2.9810, 17.4583, -17.6951)
C (2.1755, 18.4394, -18.5286)
C (0.9906, 17.5593, -19.0303)
C (1.6256, 15.6229, -20.5441)
H (-0.9776, 12.5717, -15.3892)
H (0.6635, 12.9761, -15.3222)
H (-0.0286, 12.4626, -16.8674)
H (-0.9435, 15.0602, -15.2321)
H (-1.6526, 14.4123, -16.7161)
H (1.2234, 15.2707, -16.3358)
H (-0.0363, 16.4469, -16.8113)
H (-0.3830, 15.2224, -18.9780)
H (0.9413, 14.1623, -18.4979)
H (3.6646, 16.0106, -19.2615)
H (3.0284, 15.3010, -17.7920)
H (3.9824, 17.8411, -17.4961)
H (2.5239, 17.1867, -16.7428)
H (2.7248, 18.9089, -19.3411)
H (1.6827, 19.1945, -17.9179)
H (0.7820, 17.9231, -20.0343)
H (0.1542, 17.6926, -18.3541)
H (2.3904, 16.2925, -20.9390)
H (0.6717, 15.8323, -21.0183)
H (2.0430, 14.6213, -20.6043)
C (0.6515, 16.4852, -12.9857)
C (0.1616, 16.0318, -11.6159)
C (0.6360, 14.6521, -11.1261)
C (-0.0479, 13.5580, -11.9902)
N (0.0284, 12.1473, -11.3802)
C (-1.1069, 11.9478, -10.3407)
C (-1.5109, 10.4762, -10.2932)
C (-1.0107, 9.9076, -11.6226)
C (-0.5797, 11.1654, -12.4046)
C (1.4571, 11.6852, -11.1070)
H (0.6667, 15.7197, -13.7776)
H (1.6880, 16.7969, -12.8434)
H (0.1050, 17.2229, -13.5762)
H (-0.9243, 16.1298, -11.5581)
H (0.5041, 16.7126, -10.8354)
H (0.4057, 14.6358, -10.0612)
H (1.7006, 14.4490, -11.2500)
H (0.4837, 13.4091, -12.9345)
H (-1.0840, 13.6981, -12.2967)
H (-0.7817, 12.2822, -9.3549)
H (-1.9188, 12.6218, -10.6099)
H (-0.9062, 10.0005, -9.5186)
H (-2.5255, 10.2011, -10.0159)
H (-0.1630, 9.2327, -11.5322)
H (-1.7750, 9.4956, -12.2822)
H (0.1849, 10.9338, -13.1504)
H (-1.4160, 11.6917, -12.8629)
H (1.2736, 10.6603, -10.7937)
H (1.7451, 12.3219, -10.2742)
H (2.1112, 11.7416, -11.9708)
C (-4.5258, 15.0303, -16.0123)
C (-5.1136, 16.0800, -16.9750)
C (-4.2505, 16.1636, -18.2494)
C (-4.7686, 17.2090, -19.2360)
N (-4.0748, 17.1976, -20.5966)
C (-4.2735, 18.4967, -21.3887)
C (-2.9892, 18.7494, -22.1935)
C (-1.9000, 17.7959, -21.6616)
C (-2.5622, 17.2361, -20.3942)
C (-4.3796, 15.9995, -21.4762)
H (-5.3051, 14.7934, -15.2842)
H (-3.6787, 15.2326, -15.3521)
H (-4.2293, 14.0786, -16.4665)
H (-5.0517, 17.0802, -16.5451)
H (-6.1431, 15.8400, -17.2298)
H (-4.3124, 15.1821, -18.7396)
H (-3.1850, 16.1777, -18.0053)
H (-4.6715, 18.2433, -18.9036)
H (-5.8294, 17.1374, -19.4825)
H (-5.2322, 18.5031, -21.9054)
H (-4.3960, 19.2752, -20.6345)
H (-3.2130, 18.5425, -23.2384)
H (-2.7951, 19.8095, -22.0502)
H (-1.5864, 17.0735, -22.4170)
H (-0.9721, 18.3498, -21.5114)
H (-2.1844, 16.2428, -20.1400)
H (-2.2934, 17.8505, -19.5342)
H (-5.3729, 16.1409, -21.8968)
H (-4.2538, 15.0840, -20.9073)
H (-3.6761, 16.0437, -22.3054)
C (9.2857, 15.1126, -14.5254)
N (9.7807, 15.9742, -15.6738)
C (9.1402, 17.3445, -15.6113)
C (11.3161, 16.0640, -15.5368)
C (9.4639, 15.3780, -17.0304)
C (8.1288, 14.7354, -17.2340)
O (7.0837, 15.5568, -16.7431)
H (9.6087, 14.1252, -14.8620)
H (8.1998, 15.0501, -14.4976)
H (9.6909, 15.3762, -13.5534)
H (8.0596, 17.4435, -15.5954)
H (9.4272, 17.8770, -16.5189)
H (9.5173, 17.9644, -14.7978)
H (11.5810, 16.6098, -16.4416)
H (11.8240, 15.1023, -15.5746)
H (11.5597, 16.6130, -14.6313)
H (10.1684, 14.5553, -17.1871)
H (9.7080, 16.1144, -17.7942)
H (8.1196, 13.8191, -16.6343)
H (7.9791, 14.4732, -18.2842)
H (6.5374, 15.1087, -16.0952)
C (6.8708, 19.4167, -21.3825)
N (7.1607, 18.3404, -20.3620)
C (5.8204, 17.9757, -19.6875)
C (7.6115, 17.0459, -20.9767)
C (8.3219, 18.8006, -19.4369)
C (7.9293, 19.9103, -18.4580)
O (7.0403, 19.3379, -17.4836)
H (7.6551, 19.4221, -22.1405)
H (6.8043, 20.3831, -20.8927)
H (5.9882, 19.1433, -21.9590)
H (5.2440, 17.4049, -20.4122)
H (5.3188, 18.8990, -19.4114)
H (6.0733, 17.3967, -18.8016)
H (8.5568, 17.1275, -21.5095)
H (6.8579, 16.6175, -21.6364)
H (7.7084, 16.3062, -20.1814)
H (9.0799, 19.1193, -20.1538)
H (8.7840, 17.9567, -18.9274)
H (7.4502, 20.7755, -18.9198)
H (8.7278, 20.3140, -17.8339)
H (6.9324, 19.9230, -16.7253)
C (-5.2395, 10.2804, -17.1126)
N (-3.9085, 10.4777, -17.8954)
C (-3.6789, 9.4304, -18.9615)
C (-4.0090, 11.8374, -18.5723)
C (-2.7288, 10.6733, -16.9104)
C (-2.5942, 9.6604, -15.8050)
O (-2.5883, 8.3216, -16.3009)
H (-6.0721, 10.4243, -17.7957)
H (-5.2563, 11.0713, -16.3646)
H (-5.1235, 9.3066, -16.6441)
H (-4.4101, 9.6158, -19.7450)
H (-3.7759, 8.4814, -18.4413)
H (-2.7056, 9.5668, -19.4328)
H (-3.0069, 12.2212, -18.7419)
H (-4.5913, 12.4747, -17.9069)
H (-4.6543, 11.8069, -19.4496)
H (-2.8611, 11.6897, -16.5421)
H (-1.8344, 10.6264, -17.5337)
H (-3.2911, 9.6706, -14.9705)
H (-1.5679, 9.7683, -15.4319)
H (-1.9231, 8.1984, -16.9841)
C (3.5532, 11.0620, -17.8107)
N (3.9940, 9.8344, -17.0327)
C (5.1156, 9.1075, -17.7591)
C (4.6610, 10.3149, -15.7337)
C (2.9017, 8.7785, -16.7837)
C (1.5208, 9.3152, -16.3543)
O (0.8522, 9.9677, -17.4544)
H (4.4738, 11.6335, -17.9337)
H (2.7934, 11.5927, -17.2437)
H (3.2192, 10.8615, -18.8272)
H (5.8853, 9.8477, -17.9812)
H (4.7957, 8.7237, -18.7249)
H (5.5010, 8.3841, -17.0469)
H (5.2070, 9.4523, -15.3622)
H (3.8918, 10.6334, -15.0348)
H (5.3139, 11.1171, -16.0601)
H (3.3624, 8.2230, -15.9663)
H (2.8248, 8.1808, -17.6877)
H (1.5565, 9.9938, -15.5030)
H (0.9185, 8.4413, -16.1002)
H (0.3557, 9.2838, -17.9111)

These are the Löwdin partial charges, in e, on atoms 1 to 5: -0.030, -0.148, -0.037, -0.032, -0.013